Record 1
Formula: C7H12NO
Source: the Open Molecules 2025 dataset
Level of theory: ωB97M-V/def2-TZVPD

```
21
Properties=species:S:1:pos:R:3:nbo_charge:R:1
C -1.43 -0.54 0.44 0.029
C -0.64 1.14 -1.17 -0.381
C 0.00 -0.26 -1.39 -0.243
C -0.66 -1.28 -0.71 0.349
C -0.35 0.47 0.12 0.166
C 1.84 1.62 0.48 -0.590
C 0.64 0.87 1.17 -0.444
N -0.38 -2.55 -0.82 -0.711
O -1.05 -1.20 1.67 -0.693
H -2.48 -0.09 0.37 0.245
H 0.04 1.81 -1.58 0.260
H -1.62 1.17 -1.45 0.230
H 0.85 -0.38 -2.05 0.266
H 1.42 2.66 0.13 0.220
H 2.21 0.95 -0.34 0.199
H 2.61 1.69 1.14 0.232
H 0.15 1.65 1.77 0.255
H 0.88 -0.06 1.75 0.256
H 0.43 -2.89 -1.39 0.421
H -1.84 -1.44 2.10 0.497
H -0.62 -3.35 -0.23 0.438
```

Multiplicity   1
Frontier orbital gap   11.139 eV
Energy   -403.58872 a.u.
Total charge   +1

=====

Record 2
Formula: C7H12NO
Source: the Open Molecules 2025 dataset
Level of theory: ωB97M-V/def2-TZVPD

```
21
Properties=species:S:1:pos:R:3:nbo_charge:R:1
C -1.58 -0.45 0.20 -0.439
C -0.48 0.64 -0.05 -0.512
C 2.88 -0.89 -0.17 -0.262
C -4.02 0.06 -0.13 -0.339
C 3.07 0.66 0.23 -0.097
C -2.83 0.28 0.31 -0.216
C 0.91 0.30 0.05 0.732
N 1.45 -0.92 -0.10 -0.522
O 1.83 1.21 0.23 -0.396
H -1.78 -1.26 -0.57 0.239
H -1.28 -0.93 1.18 0.229
H -0.56 1.14 -1.09 0.296
H -0.62 1.52 0.50 0.274
H 3.22 -1.13 -1.26 0.223
H 3.37 -1.72 0.30 0.251
H -4.89 0.74 0.01 0.233
H -4.15 -0.74 -0.97 0.201
H 3.51 0.73 1.27 0.226
H 3.63 1.32 -0.51 0.240
H -2.61 1.21 0.82 0.184
H 0.92 -1.78 -0.25 0.455
```

Multiplicity   1
Frontier orbital gap   9.481 eV
Energy   -403.60517 a.u.
SMILES   C=CCCC1=[NH+]CCO1
Total charge   +1

=====

Record 3
Formula: C7H12NO
Source: the Open Molecules 2025 dataset
Level of theory: ωB97M-V/def2-TZVPD

```
21
Properties=species:S:1:pos:R:3:nbo_charge:R:1
C -0.86 0.29 0.55 0.563
C -1.29 1.26 1.25 -0.272
C 0.47 -1.83 0.18 0.700
C -0.60 2.54 1.63 -0.619
C 1.04 -1.54 1.56 -0.723
C 0.63 -0.11 -2.48 -0.627
C -0.65 -0.56 -1.73 -0.220
N -0.39 -0.81 -0.34 -0.377
O 0.80 -2.69 -0.56 -0.464
H -2.28 1.16 1.48 0.302
H -1.39 3.10 2.10 0.268
H -0.18 3.04 0.66 0.260
H 0.32 2.24 2.07 0.259
H 0.48 -0.95 2.15 0.222
H 1.99 -1.03 1.23 0.264
H 1.46 -2.38 2.18 0.289
H 1.10 0.85 -2.26 0.230
H 1.39 -0.88 -2.26 0.230
H 0.34 -0.36 -3.46 0.245
H -0.92 -1.47 -2.18 0.245
H -1.46 0.16 -1.77 0.225
```

Multiplicity   1
Frontier orbital gap   9.131 eV
Energy   -403.52555 a.u.
SMILES   CC=C=[N+](CC)C(C)=O
Total charge   +1

=====

Record 4
Formula: C7H12NO2P
Source: the Open Molecules 2025 dataset
Level of theory: ωB97M-V/def2-TZVPD

```
23
Properties=species:S:1:pos:R:3:nbo_charge:R:1
C -2.92 1.30 -0.45 -0.399
C 3.04 -0.81 0.60 -0.337
C -2.17 0.72 0.43 -0.197
C 2.60 0.46 0.61 -0.546
C -0.53 -1.21 1.21 -0.418
C -1.63 -0.55 0.24 -0.250
C -0.08 -0.59 -0.06 -0.211
N 0.35 -1.41 -1.08 -0.845
O 0.37 2.21 0.60 -1.070
O 1.14 1.21 -1.66 -0.992
P 0.93 1.03 -0.08 2.082
H -3.28 2.24 -0.39 0.196
H -3.27 0.72 -1.32 0.171
H 3.97 -1.08 1.01 0.212
H 2.37 -1.46 0.04 0.217
H -1.89 1.25 1.33 0.227
H 3.11 1.25 1.08 0.222
H -0.47 -0.80 2.25 0.228
H -0.51 -2.26 1.33 0.227
H -2.15 -1.30 -0.41 0.212
H 0.33 1.57 -2.05 0.515
H 1.08 -0.87 -1.57 0.386
H -0.41 -1.63 -1.66 0.371
```

Multiplicity   1
Frontier orbital gap   9.240 eV
Energy   -820.45590 a.u.
SMILES   C=C[C@@H]1C[C@]1(N)[P@](=O)(O)C=C

=====

Record 5
Formula: C7H12NO6P
Source: the Open Molecules 2025 dataset
Level of theory: ωB97M-V/def2-TZVPD

```
27
Properties=species:S:1:pos:R:3:nbo_charge:R:1
C -0.79 2.76 -0.09 0.477
C 0.09 -0.29 0.00 0.798
C -1.79 0.19 1.52 -0.637
C -2.23 -0.45 -1.02 -0.608
C 0.94 -2.65 0.31 -0.248
C 1.81 0.83 -1.26 -0.453
C -1.35 0.41 -0.05 0.099
N -1.45 1.77 -0.51 -0.703
O 3.27 -0.99 0.26 -1.185
O 3.09 1.42 1.17 -1.165
O -0.82 3.91 -0.56 -0.795
O 0.67 -0.18 -1.34 -0.587
O 0.96 0.05 0.98 -0.820
O -0.12 -1.72 0.22 -0.613
P 2.54 0.30 0.40 2.318
H 0.18 2.45 0.61 0.018
H -1.66 1.22 2.07 0.206
H -2.87 -0.10 1.45 0.178
H -1.15 -0.52 1.89 0.210
H -3.25 0.02 -1.31 0.200
H -2.32 -1.45 -0.39 0.192
H -1.60 -0.63 -1.83 0.217
H 1.64 -2.51 1.04 0.189
H 1.65 -2.65 -0.58 0.181
H 0.51 -3.65 0.41 0.145
H 2.43 0.60 -2.07 0.177
H 1.61 1.87 -1.32 0.206
```

Multiplicity   1
Frontier orbital gap   6.655 eV
Energy   -1121.50161 a.u.
SMILES   CO[C@]1(C(C)(C)/N=C/[O-])OC[P@@](=O)([O-])O1
Total charge   -2

=====

Record 6
Formula: C7H12NSe
Source: the Open Molecules 2025 dataset
Level of theory: ωB97M-V/def2-TZVPD

```
21
Properties=species:S:1:pos:R:3:nbo_charge:R:1
C 0.38 -2.14 0.26 -0.167
C 1.11 -1.33 0.94 -0.224
C -0.40 -1.76 -0.97 -0.463
C -0.41 -0.24 -1.25 -0.391
C -1.75 2.39 0.08 0.144
C 1.17 0.19 0.73 -0.363
C -0.18 0.49 0.11 -0.106
N -0.58 1.84 0.13 -0.385
Se 3.05 0.49 -0.15 0.048
H 0.18 -3.17 0.65 0.244
H 1.74 -1.57 1.75 0.229
H -0.15 -2.45 -1.84 0.269
H -1.43 -2.04 -0.65 0.224
H 0.42 0.15 -1.98 0.238
H -1.47 0.05 -1.63 0.223
H -1.97 3.36 -0.28 0.238
H -2.60 1.86 0.45 0.223
H 1.21 0.85 1.56 0.226
H -1.03 -0.16 0.70 0.240
H 3.54 -0.72 0.48 0.109
H 0.30 2.30 -0.10 0.442
```

Multiplicity   1
Frontier orbital gap   6.756 eV
Energy   -2729.74151 a.u.
SMILES   C=[NH+][C@H]1CCC=C[C@H]1[SeH]
Total charge   +1

=====

Record 7
Formula: C7H12NdO3
Source: the Open Molecules 2025 dataset
Level of theory: ωB97M-V/def2-TZVPD

```
23
Properties=species:S:1:pos:R:3:lowdin_spin:R:1
C -3.30 1.39 0.00 0.000
C -4.38 1.78 -0.74 0.000
H -2.85 0.33 -0.05 0.000
H -2.84 2.08 0.71 0.000
H -4.74 2.81 -0.70 0.000
H -4.88 1.08 -1.41 0.000
H -3.07 1.92 -1.18 0.000
O 4.97 0.61 1.43 -0.009
C 3.97 0.56 0.66 -0.001
O 3.82 1.39 -0.28 -0.005
O 3.06 -0.37 0.90 -0.001
C 1.89 -0.41 0.07 0.000
C 1.07 -1.62 0.48 0.000
C -0.12 -1.84 -0.39 0.000
C -1.38 -2.03 0.04 0.000
Nd 6.44 2.81 0.32 4.016
H 2.19 -0.48 -0.98 0.000
H 1.33 0.52 0.21 0.000
H 0.77 -1.55 1.54 0.000
H 1.71 -2.52 0.38 0.000
H 0.06 -1.80 -1.47 0.000
H -2.13 -2.44 -0.64 0.000
H -1.58 -2.23 1.10 0.000
```

Multiplicity   5
Frontier orbital gap (alpha / beta)   6.981 / 7.071 eV
Energy   -1060.34885 a.u.
Total charge   +2

=====

Record 8
Formula: C7H12O
Source: the Open Molecules 2025 dataset
Level of theory: ωB97M-V/def2-TZVPD

```
20
Properties=species:S:1:pos:R:3:nbo_charge:R:1
C 0.94 -0.04 0.77 -0.078
C 1.76 0.18 -0.20 -0.087
C -2.37 0.76 -0.43 -0.156
C -1.89 -0.44 0.29 0.320
C 3.26 0.44 0.22 -0.647
C 1.40 -0.02 -1.61 -0.636
C -2.78 -1.10 1.31 -0.700
O -2.23 -0.43 -1.14 -0.505
H 0.84 -0.01 1.76 0.164
H -3.28 1.19 -0.26 0.161
H -1.72 1.53 -0.80 0.168
H 3.53 1.49 -0.03 0.211
H 3.42 0.37 1.37 0.213
H 4.11 -0.04 -0.22 0.223
H 1.84 -0.98 -1.97 0.224
H 0.38 -0.12 -1.62 0.231
H 1.67 0.93 -2.11 0.213
H -2.26 -1.94 1.78 0.228
H -3.60 -1.33 0.74 0.231
H -3.04 -0.44 2.15 0.222
```

Multiplicity   1
Frontier orbital gap (alpha / beta)   9.256 / 8.487 eV
Energy   -348.88791 a.u.

=====

ΔE to the lowest compared entry with this formula, charge and spin / kcal per mole: 51.1 40.8 90.8 28.9 12.3 67.9 0.0 163.6